C21H72N12O15 | the ωB97M-V functional and the def2-TZVPD basis

```
! RIJCOSX wB97M-V def2-TZVPD def2/J DEFGRID3
* xyz 0 1
O 23.21 -18.44 4.12
O 19.02 -19.26 2.60
O 16.67 -15.09 6.78
O 18.51 -19.30 10.36
O 16.75 -20.36 8.25
O 19.27 -21.23 5.88
O 21.79 -16.29 5.35
O 24.24 -18.35 6.72
O 20.57 -14.01 8.20
O 20.54 -16.76 11.36
O 22.18 -21.47 5.33
O 21.03 -18.69 6.32
O 22.42 -19.38 9.71
O 25.70 -15.37 9.28
O 17.92 -22.82 9.26
N 18.10 -22.16 4.09
N 20.44 -17.92 8.52
N 17.37 -17.35 6.69
N 24.09 -17.12 8.94
N 19.26 -19.41 7.54
N 17.00 -21.85 5.95
N 22.01 -15.85 8.07
N 14.52 -20.25 8.97
N 15.35 -18.46 8.00
N 18.33 -16.16 8.18
N 21.95 -14.79 9.97
N 24.18 -16.32 10.92
C 18.99 -22.92 8.40
C 22.09 -22.45 6.30
C 17.43 -16.17 7.21
C 22.25 -20.58 9.10
C 25.02 -19.49 6.83
C 20.00 -23.78 9.12
C 18.54 -18.54 3.66
C 21.03 -14.20 4.94
C 24.74 -16.26 9.70
C 23.24 -21.55 9.69
C 18.89 -16.62 13.08
C 21.56 -14.83 8.74
C 25.91 -19.54 8.04
C 19.35 -16.25 11.68
C 15.53 -19.69 8.41
C 18.14 -21.80 5.29
C 17.58 -19.83 11.27
C 20.25 -18.66 7.45
C 22.12 -18.58 3.23
C 21.83 -23.84 5.65
C 20.64 -15.57 5.15
H 22.70 -15.32 10.53
H 22.34 -20.39 8.05
H 22.96 -16.25 8.42
H 18.74 -19.54 8.41
H 17.86 -16.34 13.28
H 25.64 -19.54 6.04
H 17.39 -22.09 8.94
H 26.43 -20.49 8.31
H 19.31 -20.18 6.86
H 21.69 -17.55 3.19
H 18.13 -18.04 6.84
H 21.81 -15.82 7.05
H 19.49 -16.10 13.91
H 24.47 -17.54 8.09
H 22.32 -18.98 2.24
H 17.60 -23.00 3.89
H 23.31 -21.43 10.81
H 21.54 -14.06 10.59
H 19.21 -21.90 8.25
H 16.88 -21.25 6.82
H 19.97 -17.96 9.45
H 20.12 -23.56 10.16
H 18.74 -23.35 7.52
H 24.29 -21.41 9.31
H 21.08 -17.06 8.31
H 17.69 -20.90 11.33
H 19.34 -15.19 11.64
H 16.75 -17.52 5.86
H 19.03 -22.01 3.51
H 21.72 -24.60 6.43
H 23.88 -17.87 3.76
H 14.42 -17.90 7.97
H 19.35 -19.41 10.81
H 26.80 -18.90 7.82
H 22.55 -24.20 4.94
H 23.04 -22.57 9.46
H 20.90 -16.21 10.60
H 17.91 -19.15 4.31
H 21.48 -17.19 5.55
H 21.54 -13.86 5.80
H 19.16 -16.80 8.18
H 18.63 -16.78 10.98
H 13.63 -19.82 9.07
H 23.79 -17.19 11.31
H 17.88 -17.70 3.46
H 19.79 -15.72 5.92
H 18.29 -19.90 2.47
H 25.29 -19.29 8.86
H 21.87 -20.65 5.70
H 16.07 -21.83 5.53
H 23.84 -18.44 5.91
H 21.36 -19.36 3.58
H 22.99 -22.36 6.95
H 18.93 -17.66 13.14
H 20.17 -16.08 4.25
H 24.40 -20.35 6.68
H 19.67 -24.80 9.12
H 21.24 -22.29 6.98
H 21.76 -14.02 4.18
H 20.91 -23.64 5.01
H 16.58 -19.62 10.95
H 14.66 -21.23 9.16
H 20.13 -13.56 4.64
H 21.22 -20.90 9.20
H 18.19 -15.41 8.89
H 21.69 -18.77 9.41
H 24.64 -15.74 11.64
H 23.50 -17.82 9.43
H 16.26 -18.00 7.75
H 20.96 -23.78 8.68
H 17.93 -19.47 12.28
H 19.24 -18.10 4.40
*
```

Summary:
LUMO = -0.231 eV
ΔE to the lowest compared entry with this formula, charge and spin = 33.8 kcal per mole
gap between HOMO and LUMO = 8.557 eV



C58H60BrFN3O12PS | the ωB97M-V functional and the def2-TZVPD basis

```
! RIJCOSX wB97M-V def2-TZVPD def2/J DEFGRID3
* xyz 0 1
Br -4.35 -5.39 -1.71
S -5.48 -0.10 0.17
P -2.09 -1.35 1.14
F -5.93 1.41 0.21
O 7.65 7.48 6.05
O -2.00 -3.08 -1.07
O -5.27 -0.47 1.51
O 6.17 -0.26 6.50
O 1.47 -0.41 -1.34
O -2.94 -5.29 0.68
O -3.08 1.48 -5.54
O -6.91 -1.92 -7.17
O 3.50 -1.32 -1.11
O 3.39 4.27 5.79
O -6.49 -0.82 -0.51
O 2.72 -1.00 2.49
N -4.13 0.04 -0.73
N 0.37 -0.60 -6.02
N -7.14 -1.73 -3.36
C 0.41 -3.17 -0.92
C 5.39 -0.40 5.58
C -6.31 -0.56 -3.61
C -7.84 -2.24 -4.54
C 8.19 3.58 4.66
C 2.13 0.48 7.22
C -4.42 -1.84 -2.39
C 4.36 4.99 5.88
C -1.08 0.15 0.75
C -6.06 -5.47 -5.27
C 4.97 -1.02 3.19
C -3.53 -1.16 -1.33
C 5.23 8.49 7.02
C 6.79 -1.57 1.73
C -0.40 -1.57 -3.90
C -0.68 0.34 -6.42
C -7.04 -3.34 -5.23
C 5.85 3.19 5.04
C 8.06 4.88 5.09
C 4.24 6.37 6.40
C 1.23 0.33 6.17
C -1.92 2.02 -5.01
C 2.31 -1.48 -1.34
C 5.87 -0.80 4.23
C -3.91 -3.16 0.29
C -0.70 1.51 -5.43
C -6.63 -3.12 -6.52
C -5.93 -4.09 -7.22
C 1.68 -0.09 4.93
C -4.80 -0.83 -3.49
C -0.19 -1.80 -5.39
C 2.99 6.84 6.82
C -0.80 -2.49 -1.57
C -2.86 -2.17 -0.35
C 0.41 3.06 -4.03
C 3.48 0.24 7.03
C -1.94 3.03 -4.09
C -6.76 -4.51 -4.59
C 7.70 -1.33 2.76
C 5.43 -1.42 1.95
C 3.99 8.94 7.45
C 7.24 -0.95 4.01
C 5.35 7.21 6.49
C 5.70 4.50 5.47
C 0.46 2.05 -4.95
C 6.81 5.35 5.51
C -0.78 -2.83 -3.11
C 7.09 2.73 4.64
C -0.78 3.56 -3.58
C -3.60 -4.62 -0.07
C 1.78 -2.89 -1.56
C 3.04 -0.35 4.73
C 3.94 -0.17 5.78
C 3.51 -0.81 3.40
C -1.23 -2.56 2.23
C 6.69 6.74 6.02
C -5.67 -5.26 -6.56
C 2.87 8.11 7.34
H 1.80 0.16 -0.63
H 0.56 -2.59 -5.52
H 3.89 9.93 7.86
H -0.89 -3.46 1.71
H -1.79 -3.14 -3.38
H 7.94 -0.77 4.81
H -5.63 -3.91 -8.24
H -0.54 0.72 -7.43
H -5.12 -6.03 -7.10
H 9.16 3.22 4.34
H 1.90 8.47 7.67
H -3.87 -3.12 1.38
H 4.17 0.36 7.85
H -7.08 -4.66 -3.56
H -4.33 0.13 -3.24
H -5.82 -6.43 -4.82
H -0.76 -1.40 -1.53
H 1.77 0.80 8.19
H 1.34 3.48 -3.66
H 0.50 -2.84 0.12
H 2.13 6.19 6.75
H -1.19 -0.82 -3.74
H -6.50 -0.17 -4.62
H 6.09 9.13 7.09
H 0.56 -1.22 -3.50
H -3.55 0.99 -4.86
H -4.94 -2.90 0.02
H 7.15 -1.88 0.76
H 2.50 -3.54 -1.06
H 0.99 -0.22 4.11
H -7.80 -1.55 -2.62
H -1.90 -2.91 3.01
H -2.89 3.43 -3.75
H 0.96 -0.86 -6.79
H 4.73 -1.60 1.14
H -3.47 0.73 -0.38
H -1.11 0.42 -0.31
H -5.27 -2.37 -1.98
H -1.66 -0.15 -6.39
H 7.21 1.70 4.31
H -8.76 -2.73 -4.17
H -2.68 -0.78 -1.92
H 1.42 1.68 -5.29
H -0.39 -2.07 2.72
H 8.91 5.54 5.12
H -0.82 4.34 -2.83
H -1.10 -2.15 -5.91
H -4.35 -1.12 -4.45
H 0.20 -4.24 -0.85
H 8.76 -1.44 2.59
H -3.76 -2.58 -2.86
H 1.85 -3.13 -2.63
H -1.38 1.02 1.33
H -0.13 -3.68 -3.32
H -6.63 0.24 -2.92
H 0.18 0.53 6.32
H 4.99 2.53 5.02
H -8.16 -1.46 -5.23
H -0.02 -0.06 0.98
H -6.16 -1.33 -7.01
*
```

Summary:
structure (SMILES) = CP(C)[C@](CC(=O)Br)(O[C@H](CCCNCc1ccccc1O)CCC(=O)O)[C@@H](CCCNCc1ccccc1O)NS(=O)(=O)F.O=C1c2ccccc2C(=O)c2ccccc21.O=C1c2ccccc2C(=O)c2ccccc21
LUMO = -1.196 eV
gap between HOMO and LUMO = 6.575 eV



C5H7NO | the ωB97M-V functional and the def2-TZVPD basis

```
! RIJCOSX wB97M-V def2-TZVPD def2/J DEFGRID3
* xyz 0 1
O -1.69 -0.22 -3.44
N 0.13 0.24 2.63
C 0.47 1.21 0.40
C 0.14 -0.98 1.98
C 0.31 -1.18 0.61
C 0.35 1.28 1.81
C 0.46 -0.03 -0.18
H -0.92 0.39 -3.50
H 0.42 2.26 2.31
H 0.34 -2.14 0.08
H 0.16 -1.79 2.72
H 0.77 2.10 -0.18
H -1.41 -1.02 -3.95
H 0.47 -0.12 -1.28
*
```

Summary:
structure (SMILES) = c1ccncc1.O
LUMO = 0.589 eV
ΔE to the lowest compared entry with this formula, charge and spin = 17.2 kcal per mole
gap between HOMO and LUMO = 10.264 eV



C4H14N2O2 | the ωB97M-V functional and the def2-TZVPD basis

```
! RIJCOSX wB97M-V def2-TZVPD def2/J DEFGRID3
* xyz 0 1
O 1.33 -1.46 0.65
O -0.52 -1.46 -1.91
N -1.42 -0.04 0.17
N 1.67 0.98 0.54
C -2.66 0.26 0.88
C 0.66 1.19 -0.50
C 2.25 -0.33 0.54
C -0.80 1.28 -0.13
H -3.39 0.71 0.21
H 2.86 -0.52 -0.34
H -0.83 1.99 0.72
H 0.84 2.19 -0.94
H -1.08 -2.20 -2.16
H -2.49 0.95 1.71
H -1.07 -0.97 -1.21
H -1.36 1.71 -0.96
H 0.86 0.49 -1.31
H -0.79 -0.61 0.74
H -3.11 -0.66 1.27
H 1.44 1.25 1.48
H 2.83 -0.46 1.46
H 1.09 -1.71 -0.27
*
```

Summary:
structure (SMILES) = CNCCNCO.O
LUMO = 0.900 eV
ΔE to the lowest compared entry with this formula, charge and spin = 20.0 kcal per mole
gap between HOMO and LUMO = 10.037 eV



C21H23ClInN7O10Se | the ωB97M-V functional and the def2-TZVPD basis

```
! RIJCOSX wB97M-V def2-TZVPD def2/J DEFGRID3
* xyz 0 1
In 0.11 0.04 0.03
Se 1.82 1.07 1.60
Cl 6.34 3.15 -3.26
O 1.74 -1.95 0.28
O -0.69 -1.49 1.40
O 1.67 -6.41 4.36
O -0.17 -1.30 -1.75
O 0.21 -5.75 5.79
O 1.57 0.00 -4.60
O 0.80 0.65 -2.05
O 2.04 -4.07 0.14
O -2.50 -2.04 4.95
O -2.33 -0.85 3.18
N -1.99 -1.79 3.88
N -2.30 3.01 -0.27
N -0.34 2.84 2.55
N -1.89 0.79 0.21
N -3.88 1.82 0.93
N 1.56 -3.10 0.68
N 0.80 -5.66 4.74
C -0.57 -3.70 4.25
C 0.47 -0.49 -2.45
C 4.76 0.98 -2.98
C -3.23 4.11 -0.40
C 0.50 2.15 2.20
C 0.45 -4.57 3.87
C 3.65 0.17 -3.23
C -0.94 -2.65 3.43
C 2.87 1.89 -4.74
C 0.80 -3.29 1.87
C 2.69 0.65 -4.13
C -0.29 -2.39 2.17
C 3.60 -1.15 -2.53
C -2.64 1.86 0.30
C 1.12 -4.37 2.67
C -3.98 2.53 2.19
C 3.97 2.68 -4.48
C -1.01 3.17 -0.91
C -4.52 0.51 1.00
C 0.87 -0.94 -3.85
C 4.93 2.21 -3.59
H -0.98 4.13 -1.42
H -3.38 3.44 2.17
H -4.23 3.78 -0.14
H -0.21 3.16 -0.16
H -4.44 0.01 0.04
H -1.07 -3.84 5.20
H 4.10 3.64 -4.96
H 2.74 -1.22 -1.86
H -5.58 0.69 1.20
H -0.82 2.38 -1.63
H -2.25 0.03 0.78
H 2.12 2.22 -5.44
H -3.62 1.91 3.01
H -5.03 2.79 2.36
H -0.04 -1.15 -4.42
H -2.95 4.94 0.26
H 3.56 -1.98 -3.24
H 5.51 0.63 -2.29
H 1.41 -1.89 -3.72
H -4.11 -0.13 1.79
H 4.49 -1.28 -1.92
H -3.22 4.47 -1.43
H 1.94 -5.03 2.38
*
```

Summary:
LUMO = -1.377 eV
ΔE to the lowest compared entry with this formula, charge and spin = 14.5 kcal per mole
gap between HOMO and LUMO = 7.066 eV



C2H9N3O | the ωB97M-V functional and the def2-TZVPD basis

```
! RIJCOSX wB97M-V def2-TZVPD def2/J DEFGRID3
* xyz 0 1
O -3.53 -1.53 -1.44
N 0.76 1.07 0.01
N 2.55 -0.36 0.04
N 0.38 -1.11 0.71
C 1.18 -0.20 0.29
C -0.61 1.47 0.25
H -0.66 2.45 0.73
H -3.51 -0.75 -0.87
H -2.78 -2.04 -1.10
H 3.14 0.29 0.54
H -1.15 1.54 -0.71
H 2.95 -1.28 0.12
H 1.43 1.70 -0.37
H -1.09 0.68 0.81
H 0.92 -1.93 0.97
*
```

Summary:
structure (SMILES) = [H]/N=C(\N)NC.O
LUMO = 0.801 eV
ΔE to the lowest compared entry with this formula, charge and spin = 13.9 kcal per mole
gap between HOMO and LUMO = 9.704 eV



Q: Look up the gap between HOMO and LUMO of the third one.
A: 10.264 eV